Below is C35H61Cl2CoN14S as an isolated structure in a non-equilibrium geometry, with properties calculated with the ωB97M-V functional and the def2-TZVPD basis.

E_HOMO (spin up / spin down)   -8.93 / -8.87 eV
Multiplicity   2
HOMO-LUMO gap (spin up / spin down)   5.08 / 5.03 eV
⟨S²⟩   0.76
Net charge   +1

Atoms and positions in Å:
Co 0.987 -0.299 -0.011
C -5.432 2.698 0.193
N -4.669 1.555 -0.257
C -4.614 1.430 -1.692
C -3.690 1.024 0.597
N -2.419 0.992 0.450
C -1.726 1.623 -0.636
C -0.529 2.437 -0.118
N 0.770 1.737 0.008
C 1.635 2.106 -1.117
C 1.194 1.392 -2.388
N 0.636 0.055 -2.145
C 0.128 -0.480 -3.229
N 0.203 0.167 -4.463
C -0.522 1.362 -4.835
C 0.672 -0.610 -5.590
N -0.455 -1.698 -3.311
C -1.560 -1.919 -4.220
C -0.059 -2.893 -2.619
C 1.402 2.136 1.274
C 0.769 1.337 2.400
N 0.966 -0.086 2.159
C 1.060 -0.836 3.227
N 0.766 -0.372 4.493
C 1.566 -0.791 5.624
C -0.463 0.274 4.892
N 1.505 -2.121 3.186
C 0.894 -3.142 4.008
C 2.718 -2.530 2.527
N -4.217 0.444 1.720
C -3.354 -0.033 2.765
C -5.617 0.161 1.908
H -5.041 3.626 -0.244
H -6.477 2.600 -0.110
H -5.384 2.779 1.275
H -5.606 1.145 -2.061
H -4.347 2.373 -2.187
H -3.909 0.655 -1.977
H -1.380 0.839 -1.316
H -2.354 2.324 -1.201
H -0.392 3.302 -0.776
H -0.820 2.823 0.860
H 1.603 3.193 -1.282
H 2.664 1.839 -0.884
H 0.436 2.017 -2.856
H 2.047 1.318 -3.071
H -1.213 1.662 -4.049
H 0.161 2.190 -5.056
H -1.110 1.168 -5.737
H 1.168 -1.511 -5.236
H -0.130 -0.892 -6.282
H 1.401 -0.014 -6.143
H -1.260 -2.511 -5.090
H -2.323 -2.478 -3.676
H -1.992 -0.977 -4.547
H 0.943 -2.780 -2.227
H -0.748 -3.140 -1.811
H -0.063 -3.724 -3.328
H 2.465 1.898 1.239
H 1.290 3.216 1.443
H 1.222 1.631 3.354
H -0.303 1.556 2.432
H 2.476 -1.281 5.291
H 1.843 0.098 6.196
H 1.016 -1.463 6.291
H -1.116 0.408 4.041
H -0.976 -0.358 5.627
H -0.265 1.242 5.362
H 1.573 -3.519 4.780
H -0.008 -2.762 4.480
H 0.616 -3.981 3.365
H 3.475 -2.804 3.272
H 2.543 -3.396 1.887
H 3.099 -1.701 1.938
H -3.530 0.509 3.699
H -3.529 -1.095 2.951
H -2.334 0.110 2.426
H -6.158 0.303 0.977
H -5.736 -0.879 2.230
H -6.054 0.801 2.683
S 3.419 -0.248 -0.120
C 3.450 -1.908 -0.646
N 4.665 -2.340 -0.926
N 4.934 -3.581 -1.298
C 4.152 -4.516 -1.946
C 3.215 -4.136 -2.910
C 2.481 -5.100 -3.568
C 2.652 -6.442 -3.269
C 3.602 -6.825 -2.333
C 4.363 -5.874 -1.688
N 2.351 -2.623 -0.586
N 1.252 -2.090 -0.055
C 0.334 -2.994 0.398
C 0.542 -4.380 0.250
C -0.360 -5.277 0.775
C -1.476 -4.829 1.471
C -1.694 -3.462 1.609
C -0.819 -2.547 1.064
H 5.880 -3.855 -1.055
H 3.116 -3.091 -3.157
H 1.785 -4.811 -4.341
H 2.059 -7.188 -3.771
H 3.748 -7.872 -2.117
H 5.108 -6.166 -0.966
H 1.409 -4.712 -0.301
H -0.188 -6.336 0.647
H -2.172 -5.536 1.895
H -2.557 -3.119 2.165
H -0.985 -1.478 1.136
Cl -3.914 -4.278 -1.264
C -4.145 -2.632 -0.638
Cl -2.831 -1.576 -1.159
H -4.132 -2.674 0.450
H -5.082 -2.232 -1.025

***

Below is C35H61IN14SSc as an isolated structure, with properties calculated with the ωB97M-V functional and the def2-TZVPD basis.

E_HOMO   -9.90 eV
HOMO-LUMO gap   7.48 eV
Net charge   +1

Atoms and positions in Å:
Sc -0.191 -0.662 -0.653
C 0.997 -6.095 1.469
N 1.342 -4.748 1.066
C 2.743 -4.404 1.193
C 0.435 -3.918 0.453
N 0.397 -2.626 0.718
C 0.932 -2.290 2.040
C 0.234 -1.092 2.655
N 0.466 0.138 1.874
C 1.919 0.404 1.799
C 2.467 0.107 0.416
N 1.583 0.801 -0.524
C 2.029 1.913 -1.063
N 1.164 2.914 -1.372
C -0.101 3.080 -0.673
C 1.420 3.873 -2.432
N 3.350 2.135 -1.338
C 4.247 1.073 -1.755
C 3.986 3.422 -1.123
C -0.090 1.337 2.586
C -1.587 1.537 2.805
N -2.200 2.268 1.717
C -2.777 3.390 1.976
N -2.473 4.232 3.035
C -1.117 4.393 3.496
C -3.498 4.851 3.845
N -3.763 3.845 1.137
C -4.037 5.243 0.909
C -4.663 2.909 0.504
N -0.449 -4.535 -0.379
C -1.866 -4.241 -0.381
C -0.062 -5.669 -1.195
H 1.506 -6.848 0.861
H 1.289 -6.245 2.511
H -0.076 -6.244 1.390
H 3.056 -4.369 2.240
H 3.349 -5.152 0.675
H 2.934 -3.446 0.722
H 0.817 -3.136 2.726
H 2.007 -2.090 2.003
H -0.834 -1.284 2.720
H 0.610 -0.958 3.683
H 2.074 1.472 1.974
H 2.463 -0.123 2.590
H 3.499 0.458 0.382
H 2.487 -0.964 0.195
H 0.019 3.720 0.207
H -0.806 3.564 -1.348
H -0.543 2.139 -0.349
H 2.226 3.518 -3.068
H 0.523 3.969 -3.044
H 1.678 4.862 -2.043
H 3.710 0.134 -1.851
H 4.691 1.328 -2.721
H 5.059 0.938 -1.036
H 3.318 4.085 -0.579
H 4.884 3.275 -0.518
H 4.280 3.903 -2.059
H 0.425 1.377 3.558
H 0.252 2.199 2.013
H -2.093 0.578 2.903
H -1.713 2.040 3.774
H -0.434 3.939 2.782
H -0.873 5.457 3.578
H -0.949 3.936 4.478
H -4.481 4.564 3.481
H -3.412 4.518 4.884
H -3.426 5.944 3.832
H -3.203 5.851 1.253
H -4.170 5.415 -0.162
H -4.949 5.580 1.414
H -4.559 2.915 -0.586
H -4.432 1.913 0.861
H -5.698 3.168 0.754
H -2.421 -5.165 -0.191
H -2.095 -3.513 0.384
H -2.195 -3.838 -1.344
H 1.019 -5.772 -1.214
H -0.515 -6.600 -0.843
H -0.399 -5.496 -2.220
N -4.801 -1.179 -0.391
C -3.536 -0.717 -0.575
S -2.393 -1.066 0.663
N -3.330 -0.074 -1.689
N -2.021 0.238 -1.962
C -1.926 1.126 -2.895
C -3.116 1.849 -3.420
C -3.532 3.013 -2.785
C -4.598 3.741 -3.296
C -5.251 3.308 -4.439
C -4.836 2.145 -5.075
C -3.768 1.421 -4.571
C -0.634 1.322 -3.587
C -0.546 2.103 -4.739
C 0.632 2.086 -5.467
C 1.683 1.301 -5.022
C 1.519 0.594 -3.838
N 0.398 0.608 -3.129
H -5.080 -1.493 0.520
H -5.506 -0.870 -1.040
H -3.034 3.335 -1.878
H -4.922 4.645 -2.797
H -6.082 3.875 -4.836
H -5.346 1.801 -5.964
H -3.445 0.512 -5.063
H -1.392 2.687 -5.067
H 0.718 2.665 -6.376
H 2.610 1.228 -5.573
H 2.312 -0.036 -3.457
I 2.254 -2.726 -2.283
C 0.154 -2.141 -2.319
H -0.364 -3.095 -2.292
H 0.062 -1.742 -3.327

***

Below is C35H62BN11O2PtS as an isolated structure, with properties calculated with the ωB97M-V functional and the def2-TZVPD basis.

E_HOMO (spin up / spin down)   -11.71 / -13.09 eV
Multiplicity   5
HOMO-LUMO gap (spin up / spin down)   7.69 / 5.21 eV
⟨S²⟩   6.01
Net charge   +2

Atoms and positions in Å:
Pt -0.549 0.154 0.543
C -5.129 -1.037 3.281
C -3.793 -1.418 2.737
C -3.167 -2.646 2.769
C -1.920 -2.472 2.160
N -1.811 -1.195 1.765
N -2.964 -0.559 2.119
B -3.135 0.972 1.952
N -1.937 1.708 2.573
N -0.716 1.759 1.957
C 0.044 2.610 2.652
C -0.686 3.085 3.746
C -1.930 2.499 3.663
C -3.108 2.669 4.560
C 1.422 3.085 2.252
C 2.450 2.697 3.323
C 1.376 4.617 2.149
C 1.845 2.535 0.895
N -3.282 1.337 0.450
N -2.228 1.246 -0.404
C -2.604 1.739 -1.585
C -3.941 2.144 -1.492
C -4.333 1.886 -0.192
C -5.643 2.166 0.463
C -1.699 1.870 -2.793
C -2.030 3.182 -3.516
C -1.947 0.705 -3.761
C -0.224 1.917 -2.386
C -0.864 -3.560 2.110
C -0.238 -3.667 3.511
C -1.536 -4.900 1.775
C 0.235 -3.334 1.076
H -5.619 -1.920 3.684
H -5.036 -0.302 4.080
H -5.771 -0.608 2.512
H -3.557 -3.545 3.212
H -4.135 1.296 2.507
H -0.364 3.794 4.489
H -2.843 3.329 5.383
H -3.954 3.105 4.030
H -3.428 1.715 4.979
H 2.177 3.114 4.292
H 2.530 1.618 3.446
H 3.432 3.091 3.054
H 1.123 5.073 3.105
H 2.352 5.001 1.846
H 0.636 4.937 1.414
H 1.864 1.441 0.898
H 1.170 2.863 0.103
H 2.850 2.891 0.658
H -4.542 2.603 -2.256
H -6.340 2.552 -0.277
H -6.074 1.269 0.905
H -5.538 2.907 1.255
H -3.052 3.190 -3.894
H -1.905 4.039 -2.853
H -1.364 3.309 -4.370
H -2.994 0.665 -4.064
H -1.339 0.827 -4.659
H -1.688 -0.252 -3.303
H -0.047 2.748 -1.702
H 0.111 0.992 -1.907
H 0.397 2.072 -3.270
H -1.005 -3.855 4.262
H 0.471 -4.497 3.535
H 0.284 -2.753 3.792
H -2.235 -5.212 2.548
H -2.077 -4.846 0.827
H -0.776 -5.679 1.692
H 0.638 -2.320 1.094
H 1.054 -4.031 1.267
H -0.136 -3.535 0.069
C 5.271 -2.084 -4.812
C 5.155 -2.322 -3.314
N 4.275 -1.358 -2.644
C 4.629 -0.131 -2.332
S 3.472 0.917 -1.539
N 5.835 0.352 -2.571
C 6.294 1.694 -2.182
C 7.429 2.136 -3.084
H 5.934 -2.828 -5.252
H 5.673 -1.097 -5.045
H 4.298 -2.169 -5.293
H 6.132 -2.307 -2.822
H 4.734 -3.305 -3.112
H 3.307 -1.618 -2.442
H 6.519 -0.262 -2.990
H 6.605 1.679 -1.136
H 5.446 2.377 -2.278
H 8.276 1.452 -3.012
H 7.778 3.121 -2.779
H 7.108 2.194 -4.123
C 3.029 -1.007 2.013
C 1.614 -0.589 2.339
O 1.072 -0.572 3.382
H 3.496 -1.467 2.884
H 3.573 -0.111 1.712
H 3.006 -1.685 1.160
C -2.433 -3.839 -2.889
N -1.442 -2.955 -2.300
C -0.032 -2.920 -2.628
C 0.453 -1.771 -1.759
O 1.608 -1.368 -1.735
N -0.597 -1.276 -1.059
C -1.698 -1.987 -1.423
N -2.906 -1.727 -0.961
H -1.924 -4.547 -3.536
H -3.152 -3.279 -3.490
H -2.956 -4.405 -2.116
H 0.140 -2.703 -3.685
H 0.479 -3.848 -2.362
H -3.028 -0.992 -0.279
H -3.702 -2.276 -1.238

***

Below is C35H62CuO5P2Se as an isolated structure in a non-equilibrium geometry, with properties calculated with the ωB97M-V functional and the def2-TZVPD basis.

E_HOMO   -2.76 eV
HOMO-LUMO gap   4.88 eV
Net charge   -1

Atoms and positions in Å:
Cu -1.017 -0.980 0.585
C 8.755 -0.936 0.024
C 7.257 -1.073 -0.103
C 6.643 -1.164 -1.345
C 5.264 -1.297 -1.474
C 4.668 -1.390 -2.849
C 4.447 -1.341 -0.323
Se 2.554 -1.491 -0.499
C 5.063 -1.262 0.940
C 4.281 -1.308 2.227
C 6.447 -1.128 1.021
H 9.220 -0.809 -0.955
H 9.194 -1.822 0.492
H 9.022 -0.074 0.641
H 7.254 -1.125 -2.244
H 5.440 -1.336 -3.622
H 3.945 -0.585 -2.999
H 4.113 -2.325 -2.955
H 3.227 -1.511 2.052
H 4.358 -0.352 2.755
H 4.679 -2.085 2.885
H 6.907 -1.061 2.005
O -1.340 -1.005 -1.173
P -1.919 0.281 -1.721
C -0.697 1.642 -1.677
C 0.665 1.105 -2.142
C 1.666 2.250 -2.114
C 1.316 3.322 -3.167
C -0.162 3.255 -3.578
C -1.071 2.970 -2.383
C -3.311 0.812 -0.609
C -3.710 2.288 -0.538
C -4.729 2.697 -1.598
C -5.958 1.792 -1.529
C -5.564 0.329 -1.730
C -4.534 -0.110 -0.690
C -2.501 -0.210 -3.406
C -2.965 0.889 -4.368
C -3.223 0.276 -5.745
C -1.908 -0.209 -6.386
C -0.846 -0.523 -5.324
C -1.468 -1.154 -4.082
H -0.618 1.812 -0.595
H 0.600 0.691 -3.153
H 1.004 0.301 -1.490
H 2.672 1.858 -2.268
H 1.651 2.687 -1.112
H 1.931 3.186 -4.060
H 1.540 4.316 -2.773
H -0.292 2.469 -4.325
H -0.467 4.191 -4.054
H -2.114 2.969 -2.707
H -0.967 3.794 -1.672
H -2.798 0.571 0.332
H -2.828 2.928 -0.586
H -4.162 2.449 0.446
H -4.282 2.634 -2.594
H -5.017 3.739 -1.442
H -6.696 2.093 -2.277
H -6.424 1.904 -0.544
H -5.167 0.200 -2.741
H -6.448 -0.308 -1.649
H -4.204 -1.137 -0.874
H -5.017 -0.110 0.292
H -3.375 -0.816 -3.138
H -2.208 1.669 -4.470
H -3.876 1.362 -4.000
H -3.710 1.008 -6.392
H -3.917 -0.562 -5.630
H -1.521 0.557 -7.064
H -2.103 -1.098 -6.991
H -0.326 0.395 -5.042
H -0.089 -1.193 -5.734
H -0.691 -1.439 -3.374
H -1.972 -2.078 -4.377
C 0.857 1.439 3.316
C 0.468 0.879 4.690
C -0.298 1.945 5.470
C 1.728 0.455 5.444
O -0.431 -0.249 4.629
P -0.325 -1.380 3.457
O 1.050 -1.862 3.275
O -1.143 -0.805 2.308
O -1.332 -2.482 4.049
C -1.210 -3.219 5.270
C -2.187 -2.594 6.266
C 0.206 -3.215 5.844
C -1.627 -4.650 4.939
H 1.502 2.308 3.450
H -0.037 1.734 2.765
H 1.391 0.689 2.729
H 0.313 2.842 5.583
H -0.570 1.568 6.458
H -1.212 2.199 4.931
H 2.454 1.270 5.459
H 2.167 -0.405 4.937
H 1.484 0.177 6.472
H -1.937 -1.540 6.395
H -2.141 -3.101 7.232
H -3.204 -2.663 5.874
H 0.508 -2.200 6.103
H 0.914 -3.598 5.109
H 0.235 -3.838 6.739
H -2.592 -4.641 4.430
H -1.712 -5.241 5.853
H -0.890 -5.109 4.280

***

no.,M (g/mol),calculated total energy (eV)
1,839.9,-131644.7580
2,881.9,-97779.4112
3,906.9,-72534.7364
4,767.3,-176110.6605